Here is a structure of composition C29H34BF4N4Ti in a non-equilibrium geometry from the OMol25 dataset. Energies are from ωB97M-V/def2-TZVPD.

Atoms and positions in Å:
Ti -0.41 -0.05 -0.46
C -1.08 2.71 2.29
C 0.43 2.88 2.22
C 1.18 2.11 1.13
N 0.88 0.68 1.01
C 1.41 -0.25 1.84
C 2.39 0.11 2.83
C 3.22 -0.67 3.61
C 3.06 -1.95 4.01
C 2.07 -2.80 3.55
C 1.21 -2.67 2.47
C 1.05 -1.62 1.52
N 0.41 -1.80 0.36
C 0.07 -3.15 -0.12
C -1.40 -3.46 0.09
C -2.30 -2.59 -0.80
N -2.22 -1.15 -0.51
C -3.33 -0.53 -0.09
C -4.42 -1.18 0.44
C -5.68 -0.73 0.72
C -6.31 0.47 0.37
C -5.72 1.61 -0.14
C -4.35 1.79 -0.35
C -3.26 0.94 -0.10
N -2.00 1.36 -0.18
C -1.76 2.81 -0.20
C -1.92 3.41 1.17
H -1.39 3.15 3.27
H -1.32 1.62 2.36
H 0.81 2.52 3.16
H 0.60 3.93 2.08
H 2.26 2.23 1.27
H 1.01 2.54 0.12
H 2.61 1.18 2.88
H 4.10 -0.17 3.99
H 3.64 -2.33 4.85
H 1.83 -3.63 4.19
H 0.56 -3.49 2.27
H 0.68 -3.88 0.39
H 0.37 -3.11 -1.20
H -1.60 -3.19 1.13
H -1.60 -4.54 -0.07
H -3.35 -2.95 -0.80
H -1.91 -2.71 -1.84
H -4.28 -2.21 0.73
H -6.39 -1.42 1.14
H -7.39 0.48 0.55
H -6.34 2.46 -0.37
H -4.01 2.79 -0.59
H -2.39 3.37 -0.93
H -0.77 2.94 -0.68
H -2.96 3.30 1.45
H -1.72 4.46 1.15
C 3.82 1.04 -4.55
C 3.76 0.11 -3.38
C 3.42 -1.22 -3.55
C 3.34 -2.12 -2.46
C 3.80 -1.68 -1.22
C 4.11 -0.33 -1.01
C 4.13 0.56 -2.08
H 4.81 1.09 -4.95
H 3.49 2.02 -4.22
H 3.15 0.71 -5.39
H 3.21 -1.56 -4.56
H 3.00 -3.12 -2.58
H 3.73 -2.40 -0.41
H 4.33 0.04 -0.05
H 4.39 1.60 -1.92
F 0.60 0.05 -2.03
B 0.24 1.21 -3.11
F 0.50 0.74 -4.33
F -1.10 1.45 -2.82
F 1.02 2.19 -2.59

<S²>: 0.75
F_max in hartree/bohr: 0.0471
HOMO-LUMO gap (alpha / beta) in eV: 7.07 / 7.17
Spin multiplicity: 2
Total energy in eV: -71253.8548
Relative energy (zero: lowest compared OMol25 entry of this formula, charge and spin) in kcal/mol: 15.2

Löwdin population analysis, charges in e, atoms 1 to 4:
1 Ti 1.16
2 C -0.19
3 C -0.18
4 C -0.22

---

Here is a structure of composition C29H34F9Ge2N3O3PtS2 in a non-equilibrium geometry from the OMol25 dataset. Energies are from ωB97M-V/def2-TZVPD.

Atoms and positions in Å:
Pt -0.52 0.73 0.48
C 4.48 1.69 -0.24
C 3.16 1.38 -0.92
Ge 1.90 0.35 0.30
C 1.90 -1.59 -0.37
C 3.29 -2.19 -0.36
C 2.66 0.31 2.12
C 1.88 0.20 3.20
Ge -0.12 0.26 2.84
C -0.98 1.93 3.62
C -1.07 2.07 5.13
C -0.90 -1.63 2.93
C -1.01 -2.29 4.30
C 2.37 0.07 4.57
C 1.46 -0.11 5.62
C 1.88 -0.23 6.93
C 3.23 -0.17 7.23
C 4.15 -0.02 6.20
C 3.73 0.10 4.89
H 5.15 2.21 -0.93
H 4.97 0.78 0.11
H 4.32 2.35 0.62
H 3.32 0.78 -1.82
H 2.69 2.30 -1.21
H 1.51 -1.58 -1.38
H 1.22 -2.17 0.25
H 3.96 -1.62 -0.99
H 3.27 -3.22 -0.72
H 3.70 -2.20 0.65
H 3.74 0.36 2.22
H -1.98 1.96 3.19
H -0.41 2.77 3.21
H -1.59 1.22 5.57
H -1.65 2.96 5.35
H -0.09 2.16 5.59
H -0.27 -2.24 2.29
H -1.89 -1.58 2.49
H -0.04 -2.38 4.78
H -1.42 -3.29 4.17
H -1.69 -1.73 4.94
H 0.40 -0.16 5.38
H 1.16 -0.38 7.72
H 3.56 -0.24 8.25
H 5.20 0.00 6.44
H 4.47 0.22 4.12
F -0.07 5.62 -1.92
C 0.21 4.35 -1.63
F -0.54 3.59 -2.44
F 1.48 4.14 -1.98
C -0.04 3.98 -0.13
O 0.52 2.82 0.20
C 0.55 5.12 0.75
F 1.76 5.50 0.32
F 0.69 4.70 2.01
F -0.21 6.22 0.79
C -1.58 3.97 0.08
F -2.10 2.84 -0.43
F -1.89 4.01 1.37
F -2.22 4.99 -0.50
N -8.91 0.84 -1.37
C -7.72 0.68 -0.70
C -6.76 1.69 -0.72
C -5.59 1.56 0.01
C -5.38 0.41 0.74
C -6.33 -0.60 0.78
C -7.49 -0.47 0.05
S -3.92 0.25 1.75
O -3.79 1.43 2.54
O -3.97 -1.01 2.43
N -2.64 0.22 0.69
C -2.57 -0.79 -0.17
S -3.82 -1.92 -0.58
C -2.70 -2.69 -1.67
C -1.50 -2.07 -1.64
N -1.43 -1.00 -0.81
H -8.98 1.56 -2.05
H -9.49 0.03 -1.51
H -6.94 2.59 -1.29
H -4.85 2.34 0.01
H -6.13 -1.47 1.39
H -8.23 -1.25 0.08
H -3.02 -3.52 -2.26
H -0.64 -2.35 -2.22

F_max in hartree/bohr: 0.0633
HOMO-LUMO gap (alpha / beta) in eV: 6.16 / 6.16
Spin multiplicity: 1
Total energy in eV: -203642.8247

Löwdin population analysis, charges in e, atoms 1 to 4:
1 Pt 0.90
2 C -0.18
3 C -0.33
4 Ge 0.90

---

Here is a cluster of 2 separate species, C29H34I2N3 in total in a non-equilibrium geometry from the OMol25 dataset. Energies are from ωB97M-V/def2-TZVPD.

Atoms and positions in Å:
C 0.19 3.93 -0.21
C 0.00 2.60 0.73
I -1.18 3.28 2.49
C 1.40 1.97 1.33
I 2.99 3.53 1.53
C 1.91 0.58 0.67
C 2.11 0.52 -0.94
C 3.17 1.60 -1.58
C 2.83 2.68 -2.79
C 3.86 3.75 -3.45
N 5.29 3.78 -3.01
C 5.66 2.83 -1.93
C 4.78 1.72 -1.12
C 0.69 0.48 -1.82
N -0.34 -0.47 -1.24
C 0.15 -1.37 -0.13
C -1.11 -2.34 0.37
C -2.19 -1.85 1.52
C -3.47 -2.79 2.00
C -3.76 -4.27 1.35
C -2.68 -4.78 0.18
C -1.40 -3.84 -0.29
C 0.85 -0.60 1.13
C 1.69 -1.64 2.14
C 2.17 -1.15 3.67
C 3.04 -2.14 4.69
C 3.43 -3.68 4.19
C 2.95 -4.21 2.71
C 2.10 -3.19 1.71
H -0.88 4.16 -0.69
H 0.43 4.91 0.44
H 0.93 3.82 -1.10
H -0.69 1.76 0.24
H 1.15 1.72 2.47
H 2.96 0.30 1.16
H 2.60 -0.55 -1.17
H 1.71 2.69 -3.20
H 3.53 4.51 -4.31
H 6.80 2.87 -1.60
H 5.23 1.01 -0.28
H 0.16 1.55 -1.86
H 0.91 0.18 -2.94
H -0.64 -1.11 -2.04
H -1.23 -0.01 -0.92
H 0.97 -2.08 -0.62
H -2.05 -0.78 2.01
H -4.17 -2.33 2.82
H -4.63 -4.99 1.64
H -2.89 -5.84 -0.31
H -0.69 -4.27 -1.13
H 0.02 -0.09 1.78
H 1.90 -0.08 4.10
H 3.37 -1.78 5.77
H 4.05 -4.39 4.90
H 3.22 -5.31 2.33
H 1.82 -3.64 0.65
C -5.07 1.24 -0.46
C -5.23 1.83 -1.86
C -5.17 0.77 -2.96
C -3.83 0.06 -2.92
N -2.71 -0.53 -2.89
H -4.10 0.76 -0.33
H -5.15 2.02 0.30
H -5.85 0.49 -0.26
H -4.44 2.57 -2.02
H -6.19 2.35 -1.92
H -5.30 1.24 -3.94
H -5.97 0.03 -2.83

F_max in hartree/bohr: 0.1938
HOMO-LUMO gap in eV: 8.05
Spin multiplicity: 1
Total charge: +1
Total energy in eV: -51263.6162
Relative energy (zero: lowest compared OMol25 entry of this formula, charge and spin) in kcal/mol: 331.9

Löwdin population analysis, charges in e, atoms 1 to 4:
1 C -0.26
2 C -0.75
3 I 0.76
4 C -0.70

---

Here is a structure of composition C29H34N4O3P2S2Se2Zr in a non-equilibrium geometry from the OMol25 dataset. Energies are from ωB97M-V/def2-TZVPD.

Atoms and positions in Å:
Zr 0.16 -0.01 0.08
Se -2.11 2.25 1.03
Se -2.55 0.29 2.14
C -0.82 0.09 2.97
C -0.76 -0.38 4.28
C 0.46 -0.35 4.93
C 1.56 0.20 4.27
C 1.42 0.61 2.97
N 0.25 0.53 2.30
C -2.50 1.71 -0.79
C -3.53 2.34 -1.46
C -3.85 1.92 -2.74
C -3.12 0.87 -3.29
C -2.09 0.31 -2.55
N -1.76 0.73 -1.32
H -1.66 -0.73 4.76
H 0.55 -0.70 5.95
H 2.52 0.28 4.77
H 2.26 1.00 2.42
H -4.09 3.13 -0.97
H -4.66 2.37 -3.29
H -3.35 0.49 -4.28
H -1.50 -0.49 -2.96
C 0.93 -2.92 -3.86
C 0.54 -2.06 -2.71
N 0.90 -0.85 -2.48
O 1.76 -0.20 -3.31
C -0.42 -2.57 -1.67
C -1.06 -3.91 -1.66
N -0.56 -1.66 -0.80
O -1.27 -1.51 0.30
H 1.48 -2.38 -4.63
H 0.04 -3.35 -4.32
H 1.56 -3.75 -3.51
H 2.18 -0.81 -3.94
H -1.38 -4.23 -2.65
H -1.91 -3.90 -0.98
H -0.33 -4.63 -1.28
C 2.72 3.23 -1.50
P 0.94 3.12 -1.32
C 0.33 4.67 -0.62
C 0.25 2.95 -2.97
O 0.50 1.96 -0.42
H 2.97 4.15 -2.03
H 3.07 2.37 -2.06
H 3.20 3.23 -0.52
H 0.66 5.51 -1.23
H 0.71 4.79 0.39
H -0.76 4.65 -0.59
H 0.66 3.73 -3.62
H -0.84 3.04 -2.95
H 0.53 1.97 -3.37
S 2.82 0.27 -0.05
P 3.01 -1.69 0.43
S 1.32 -2.29 1.31
C 4.44 -2.04 1.49
C 5.73 -1.85 0.98
C 6.82 -2.18 1.76
C 6.64 -2.70 3.04
C 5.36 -2.88 3.54
C 4.26 -2.55 2.77
C 3.47 -2.63 -1.08
C 3.35 -4.01 -1.09
C 3.91 -4.75 -2.12
C 4.58 -4.10 -3.15
C 4.70 -2.72 -3.15
C 4.15 -1.98 -2.11
H 5.87 -1.45 -0.01
H 7.82 -2.04 1.37
H 7.50 -2.96 3.64
H 5.23 -3.29 4.53
H 3.26 -2.70 3.15
H 2.85 -4.51 -0.27
H 3.84 -5.83 -2.12
H 5.03 -4.68 -3.95
H 5.25 -2.22 -3.93
H 4.26 -0.90 -2.08

F_max in hartree/bohr: 0.0383
HOMO-LUMO gap in eV: 7.74
Spin multiplicity: 1
Total charge: +2
Total energy in eV: -214940.5133

Löwdin population analysis, charges in e, atoms 1 to 4:
1 Zr 1.45
2 Se 0.76
3 Se 0.81
4 C -0.65

---

Here is a structure of composition C29H34N4O4 in a non-equilibrium geometry from the OMol25 dataset. Energies are from ωB97M-V/def2-TZVPD.

Atoms and positions in Å:
N -1.41 -4.45 -4.71
C -2.41 -4.56 -3.98
O -3.34 -5.40 -4.12
C -2.30 -3.61 -2.67
H -3.12 -3.00 -2.67
H -2.25 -4.17 -1.72
C -1.29 -2.40 -2.49
N -1.19 -1.63 -3.61
C -0.22 -1.32 -4.43
O 0.52 -2.09 -4.85
C -0.38 -0.01 -4.83
C -0.52 1.00 -3.71
C -1.70 1.89 -3.88
C -2.19 2.49 -2.62
C -1.14 2.66 -1.64
C -0.13 2.06 -1.54
C 0.83 2.22 -0.64
C 1.99 1.46 -0.53
C 2.38 0.41 -1.71
C 1.41 0.45 -2.64
C 0.39 1.15 -2.72
H 1.67 -0.18 -3.36
H 3.24 -0.07 -1.58
H 2.60 1.49 0.38
H 0.82 2.50 0.30
H -1.52 3.23 -0.81
H -3.06 3.26 -2.73
H -2.52 1.53 -4.54
H 0.51 0.45 -5.38
H -1.23 0.26 -5.75
H -1.95 -0.97 -3.38
C -0.98 -1.83 -1.26
C -2.15 -1.00 -0.89
C -1.96 -0.01 0.19
C -0.83 -0.10 1.05
N -0.77 0.46 2.17
H -1.35 1.17 2.26
C 0.20 0.79 3.07
C 0.52 2.15 3.56
H 0.06 2.19 4.71
H -0.25 2.89 2.83
C 1.76 2.81 3.71
H 2.35 2.77 2.56
C 2.98 2.32 4.46
C 3.48 0.69 4.27
H 4.43 0.62 4.17
H 3.17 0.59 3.00
C 2.65 -0.26 4.86
H 2.96 -1.44 4.56
H 3.20 -0.35 6.16
C 1.25 -0.24 5.29
H 1.08 0.72 5.78
H 0.95 -1.10 5.86
C 0.19 -0.25 4.03
H 0.29 -1.26 3.55
H -0.96 -0.31 4.52
H 3.94 2.85 4.39
H 2.57 2.28 5.58
H 1.82 3.74 3.75
H 1.02 0.56 2.34
C 0.22 -1.09 0.57
C -0.07 -1.88 -0.46
H 0.87 -2.61 -0.75
H 0.99 -1.08 1.43
N -3.10 0.87 0.39
O -4.03 0.84 -0.41
O -3.08 1.63 1.38
H -3.17 -0.98 -1.43
H -0.23 -2.95 -2.61
H -0.98 -3.75 -4.58
H -1.52 -5.14 -5.48

F_max in hartree/bohr: 0.3603
HOMO-LUMO gap in eV: 7.51
Spin multiplicity: 1
Total energy in eV: -44751.4834
Relative energy (zero: lowest compared OMol25 entry of this formula, charge and spin) in kcal/mol: 567.0

Löwdin population analysis, charges in e, atoms 1 to 4:
1 N 0.26
2 C -0.51
3 O 0.00
4 C 0.03

---

Here is a structure of composition C29H34N5O5ReSSe2Si from the OMol25 dataset. Energies are from ωB97M-V/def2-TZVPD.

Atoms and positions in Å:
Re 0.53 0.20 -0.21
O -4.90 -0.38 2.57
C -3.78 -0.33 2.16
C -3.05 -1.44 1.36
O -3.41 -2.58 1.21
C -1.85 -0.77 0.84
C -1.73 0.50 1.33
O -0.67 1.23 1.00
C -2.84 0.88 2.19
O -3.03 1.92 2.78
O -0.96 -1.24 0.00
Se 1.90 2.75 -2.81
Se 3.29 0.93 -2.72
C 2.09 -0.54 -2.95
C 2.22 -1.26 -4.13
C 1.58 -2.48 -4.27
C 0.83 -2.95 -3.21
C 0.70 -2.16 -2.08
N 1.30 -0.96 -1.94
C 1.78 3.10 -0.93
C 1.88 4.44 -0.57
C 1.91 4.78 0.76
C 1.89 3.77 1.71
C 1.75 2.47 1.28
N 1.66 2.12 -0.03
H 2.85 -0.86 -4.92
H 1.67 -3.05 -5.19
H 0.32 -3.90 -3.25
H 0.09 -2.48 -1.26
H 1.97 5.19 -1.35
H 1.99 5.82 1.06
H 1.96 3.97 2.77
H 1.70 1.66 1.98
C 3.83 -2.32 -0.44
Si 3.44 -1.12 0.94
C 3.87 -1.90 2.58
C 4.44 0.44 0.77
N 1.63 -0.78 0.96
C 0.95 -1.56 1.98
C 0.80 -2.94 1.84
C 0.14 -3.67 2.81
C -0.37 -3.04 3.93
C -0.21 -1.67 4.08
C 0.44 -0.93 3.11
H 3.99 -1.83 -1.40
H 3.06 -3.09 -0.56
H 4.76 -2.83 -0.17
H 4.95 -1.83 2.71
H 3.59 -2.95 2.64
H 3.40 -1.38 3.42
H 5.38 0.19 0.27
H 4.69 0.84 1.76
H 3.96 1.23 0.19
H 1.19 -3.43 0.95
H 0.01 -4.74 2.68
H -0.89 -3.61 4.69
H -0.61 -1.17 4.96
H 0.55 0.14 3.22
C -2.22 3.47 -0.93
N -3.08 2.36 -1.34
C -4.39 2.80 -1.83
C -2.58 1.16 -1.66
S -0.91 1.02 -2.16
N -3.38 0.10 -1.65
C -4.69 0.09 -0.99
C -3.07 -1.17 -2.31
H -2.82 4.14 -0.31
H -1.85 4.02 -1.79
H -1.40 3.11 -0.33
H -4.23 3.61 -2.54
H -5.01 3.17 -1.01
H -4.91 2.00 -2.34
H -4.76 0.91 -0.28
H -4.80 -0.85 -0.46
H -5.51 0.16 -1.71
H -2.03 -1.18 -2.62
H -3.72 -1.30 -3.18
H -3.25 -1.99 -1.62

<S²>: 0.76
F_max in hartree/bohr: 0.0086
HOMO-LUMO gap (alpha / beta) in eV: 6.70 / 6.84
Spin multiplicity: 2
Total charge: +1
Total energy in eV: -199844.5139
Relative energy (zero: lowest compared OMol25 entry of this formula, charge and spin) in kcal/mol: 0.0

Löwdin population analysis, charges in e, atoms 1 to 4:
1 Re 1.43
2 O 0.18
3 C -0.24
4 C -0.28